DFT (wB97M-V/def2-TZVPD) results for a structure of composition C20H50N2O4PrSi2 in a non-equilibrium geometry.

XYZ file:
```
79
Properties=species:S:1:pos:R:3:forces:R:3
O -0.7535 1.5615 2.2929 -0.15 1.13 0.02
H -1.9006 -2.3846 -3.6806 -0.06 0.20 0.05
H 0.3356 -1.2018 6.3351 -0.08 -0.18 -0.19
H -5.2972 0.9681 3.0945 0.25 -0.05 0.14
C -0.6302 2.3853 -4.3487 -0.27 -0.14 -0.28
H 3.2578 1.7383 -4.2455 0.01 0.01 -0.08
H -4.5167 -0.4027 3.9164 0.04 0.23 -0.23
H 4.0681 0.3434 2.9992 -0.21 0.05 -0.50
H 2.4551 0.9983 2.6595 0.55 -0.30 -0.25
H 3.7450 3.1904 -0.0466 0.11 -0.04 0.27
H 2.5959 0.8619 -6.5464 -0.07 0.08 0.38
C 2.4196 1.0679 -4.4297 -0.26 0.12 0.43
C 0.4284 -0.8638 4.2456 0.83 -1.50 -3.00
H -0.0560 -2.3951 -2.4749 0.17 0.10 0.57
H -1.2109 3.3169 -4.3339 0.13 -0.14 0.09
N 0.7256 -1.4346 3.0452 -0.88 -0.89 2.28
H -2.3520 -1.8301 2.8086 -0.11 0.23 -0.09
N 0.3179 1.0379 2.8946 -1.53 -2.31 1.61
H 2.0333 1.2815 -2.3958 0.25 -0.47 1.93
H -6.0662 -0.4154 0.9051 0.06 -0.12 -0.24
C 4.2818 2.6534 0.7472 0.14 0.17 0.14
H 0.9612 0.5861 -5.9646 0.19 0.14 0.09
H 2.7903 -0.7116 2.4227 0.36 0.33 -0.36
C 0.0444 0.5038 4.1437 0.83 1.37 -2.03
H -3.1211 -1.0605 -1.8567 0.01 0.03 -0.16
H -1.9809 0.2672 -2.1255 0.08 -0.18 0.24
H 3.9591 3.0338 1.7272 0.05 0.04 -0.28
H -2.9921 2.2514 1.2593 0.13 -0.34 -0.27
C 3.2186 0.2947 2.2851 -0.32 0.06 0.43
H 6.3585 0.1930 0.8815 -0.05 -0.08 0.05
H 0.4799 -2.4651 -0.7700 -0.06 0.12 -0.19
H 2.7183 -0.4280 -1.2839 0.37 -0.16 -0.10
H -0.7670 -1.0319 -3.8623 -0.06 -0.02 0.13
H -3.6366 1.1413 3.7225 -0.22 -0.17 -0.15
H 3.7222 0.9025 -1.9322 0.49 -0.27 0.46
H -5.2235 -1.9818 0.8496 -0.02 0.29 -0.07
C -5.1332 -0.9128 0.6099 -0.09 -0.01 0.07
H -2.3738 1.3518 -0.1516 -0.10 0.04 0.10
H 1.2558 -3.2206 2.4523 -0.07 0.40 0.20
C -1.0421 -3.8822 -1.2948 0.14 -0.47 0.24
H 0.1675 2.6785 -2.3529 0.26 -0.14 -0.10
H -1.2170 -4.1719 -0.2537 -0.07 0.21 -0.11
H -1.8445 0.8789 5.0566 0.31 0.23 0.09
H -0.4613 0.9927 6.1740 -0.09 0.08 -0.51
H -2.5260 -2.2890 1.1038 -0.06 0.50 0.28
H -1.3217 1.5727 -4.0881 0.31 0.14 0.01
H -4.0915 1.6809 -0.0053 0.38 -0.11 0.12
C -0.7907 1.2022 5.1399 -0.48 0.14 0.28
H 0.9491 -2.5821 5.3654 -0.31 0.31 0.15
C 3.0669 0.5992 -1.1013 -1.87 0.37 0.02
C -3.1955 1.4060 0.5823 -0.22 0.42 -0.01
Si -3.7115 -0.1382 1.5684 -0.65 -0.57 0.30
C 1.8505 1.2106 -5.8150 -0.09 -0.01 -0.51
C 0.2306 -1.7552 5.3938 0.00 0.13 1.29
C 0.5128 2.5504 -3.3813 1.10 -0.58 -0.04
H 5.6683 -0.2598 -0.6915 0.15 -0.11 0.20
H 5.3520 2.8781 0.6467 -0.20 -0.06 0.01
O -1.2604 -1.3905 -1.0850 0.71 -0.24 -0.90
O 0.8860 -2.8454 3.2687 0.23 0.73 -0.74
C -2.0963 -0.8226 -2.1479 -0.20 -0.20 -0.15
Si 3.9099 0.8141 0.5988 0.39 -0.02 -1.27
O 1.4434 1.3204 -3.3100 -1.04 0.86 -1.55
C 5.4759 -0.2224 0.3863 0.12 0.16 0.01
H 5.3264 -1.2452 0.7517 0.05 0.08 -0.09
H 1.1450 3.3987 -3.6641 -0.04 -0.18 0.15
C -1.7833 -1.3028 -3.5567 0.18 -0.09 -0.24
H 2.7321 0.0394 -4.2539 0.01 0.11 0.16
C -2.3885 -1.4201 1.7893 0.10 -0.71 0.09
H -0.7175 2.2780 4.9368 -0.24 -0.28 0.18
H -1.9762 -4.0185 -1.8459 0.11 0.30 0.00
H -0.7914 -2.1733 5.3555 0.39 0.04 -0.01
C -0.3937 -2.5222 -1.4378 -0.50 0.22 -0.30
H -0.2873 2.2456 -5.3789 -0.26 0.05 0.41
H 1.6197 2.2456 -6.0900 0.06 -0.22 0.13
Pr -0.4938 -0.3483 1.0175 1.24 1.03 0.50
H -5.0057 -0.8082 -0.4755 -0.11 -0.04 0.17
H -2.4368 -0.8206 -4.2944 -0.10 -0.04 0.40
C -4.3390 0.4462 3.2378 -0.03 0.12 0.06
H -0.3256 -4.6094 -1.6978 -0.13 0.06 0.05
```
Forces are in eV/Å.

Computed properties:
2S+1 = 3
net charge = +1
LUMO level (alpha / beta) = -3.514 / -3.395 eV
E_HOMO (alpha / beta) = -9.2 / -9.2 eV
Kohn-Sham gap (alpha / beta) = 5.689 / 5.812 eV



DFT (wB97M-V/def2-TZVPD) results for a cluster of 12 separate species, C20H50N6O26 in total in a non-equilibrium geometry.

XYZ file:
```
102
Properties=species:S:1:pos:R:3:forces:R:3
O -9.3045 21.1795 6.5662 -0.25 -0.07 0.47
H -3.5906 19.7024 13.2958 -0.52 0.05 0.79
H -0.0451 23.2730 9.7118 -0.05 -0.09 0.07
N -4.1155 22.8383 2.8085 1.49 0.68 0.53
H -5.2745 27.2854 7.8520 0.18 0.59 -0.20
O -3.7320 15.5566 4.1560 0.71 -0.89 0.22
H 0.7423 24.9119 5.3583 0.39 0.41 0.21
H -6.0759 22.1879 2.1186 0.36 -0.01 0.42
H 1.2700 24.1514 12.0914 0.19 0.24 -0.39
C 1.1675 25.1539 4.3842 -1.37 -0.38 -0.35
O -8.1913 16.9466 13.0816 0.69 -0.11 -1.80
H -3.4984 27.4250 8.1978 -0.11 0.05 -0.16
O -3.7526 20.9320 15.0482 -1.17 0.48 1.02
H -4.4611 20.6771 7.1210 0.30 -0.32 0.11
N -3.4222 15.0784 5.2357 -0.73 2.03 1.20
O 2.2561 16.7770 9.9852 -0.63 0.36 -0.27
H 5.8248 22.1477 4.3277 -0.20 0.66 -0.13
N -9.0964 25.9403 4.4306 2.26 -1.80 0.99
C -3.8468 22.8793 17.9374 -0.49 0.21 1.47
H -7.1293 16.2059 9.0402 -0.20 -0.07 0.46
H -9.7317 22.0186 8.7715 -0.41 0.52 0.15
H -2.5578 21.1182 13.4624 0.20 -0.19 -0.36
H -4.1768 26.1687 7.1418 0.40 0.28 -0.58
O -11.3437 20.4851 6.6031 0.30 0.15 0.40
H -4.6494 21.1687 8.8234 0.08 -0.07 -0.05
C -5.0333 22.2521 1.8073 0.27 -0.60 -1.41
H -2.4685 21.6380 7.1417 0.29 0.13 -0.03
C -4.2635 27.2101 7.4518 0.15 0.10 0.13
H -2.8391 13.0696 4.8388 0.01 0.16 0.21
H -4.7976 22.3200 7.5014 0.08 0.33 0.09
H -4.6078 21.3125 1.4548 -0.29 -0.26 0.73
O 1.6846 18.3744 11.2871 -0.51 0.26 -0.17
H -4.5416 13.5222 5.0635 0.00 -0.85 0.13
H 1.2096 26.2100 4.1180 0.21 -0.05 0.59
H 4.4904 21.2676 3.6186 -0.13 0.18 -0.36
H -9.9047 27.2610 3.0135 0.22 -0.12 0.03
H -0.0711 17.1684 9.2224 -0.13 0.20 -0.48
C -3.2108 21.5394 16.1385 5.51 -1.88 -0.13
H 0.8214 18.4660 8.3266 0.42 -0.26 0.33
H 1.1824 22.4854 11.6363 -0.52 -0.31 0.40
H -8.6429 17.1986 9.1911 -0.13 -0.47 0.07
H -3.5186 13.3958 6.5325 0.33 0.20 -0.33
H -9.8735 17.3058 14.1760 -0.16 0.15 -0.18
H -0.3110 23.5218 12.0349 -0.20 -0.58 -0.18
H -4.9836 22.8524 0.8988 -0.08 0.56 0.40
O -8.1143 25.6507 5.1642 -1.92 1.10 -1.44
O 2.0015 22.6608 5.1646 1.31 0.00 -0.53
H -2.1971 19.7515 14.4902 -0.07 -0.39 -0.34
C 0.6576 23.4361 11.5423 0.61 0.33 -0.26
C 4.7435 22.0167 4.3688 0.17 -2.19 0.43
C 2.7684 23.3920 4.5740 -0.77 -0.13 0.35
N -4.0695 28.1815 6.2997 0.92 0.94 -2.30
O -3.2634 15.7652 6.2436 0.47 -0.46 -0.60
C -8.3844 17.4570 11.8440 -0.95 1.88 -1.06
H -7.6013 18.0346 3.2802 0.14 0.52 -0.46
H -8.2034 16.5244 2.8689 -0.57 -0.29 -0.31
H -11.4657 21.4241 8.7809 0.25 0.21 0.32
O -2.8492 21.7266 8.0185 -0.40 -0.26 -0.26
H -8.7837 18.6976 14.0497 0.09 -0.08 -0.24
H -10.4689 18.2399 -2.3814 0.54 -0.01 0.35
O -4.1801 22.1074 16.7992 -0.32 0.69 -0.41
H -7.1269 17.9520 9.3592 0.33 -0.03 0.21
O -9.5984 18.1960 -0.4668 -0.23 -0.35 0.42
O -9.0869 18.4367 11.5471 1.55 -2.33 0.87
H -11.4307 17.4252 -1.1424 0.17 -0.12 0.08
H -11.1335 22.9205 7.9185 0.50 0.01 -0.05
O -8.5048 18.0025 1.4467 -2.25 -0.09 -2.13
C 0.4754 18.1086 9.2965 -0.86 -0.31 0.78
H 0.4543 24.7289 3.6780 0.06 -0.29 -0.21
O -10.0716 25.2199 4.3354 0.17 0.90 -0.13
C -7.6377 17.0122 9.5691 -0.57 1.25 0.02
N -10.4160 21.1286 7.0656 -0.16 0.20 -1.33
O 2.4465 24.6222 4.1823 1.44 0.19 -0.43
H -8.4054 17.3142 15.0827 0.43 -0.16 -0.32
C -8.8284 17.6110 14.1230 -1.21 0.61 1.34
H -9.3103 17.8637 3.3740 -0.25 -0.23 -0.34
N 1.5467 17.7349 10.2656 1.52 -0.23 -0.05
H -8.8774 28.0012 4.2689 -0.03 -0.07 0.01
C -4.2394 21.4527 7.8542 -0.32 0.21 0.12
H -3.4128 23.8707 17.8080 0.48 -0.31 -0.94
C -10.7572 18.2614 -1.3304 -0.67 -0.21 0.57
O -1.9652 21.4854 16.5053 -5.48 0.39 -1.87
O -5.0342 28.7042 5.7810 -1.24 -0.56 1.07
C -3.5345 13.6261 5.4672 -0.79 -0.20 -0.82
O -7.6506 16.7459 10.9772 0.15 -0.60 0.61
C -8.9778 27.1636 3.5787 -0.58 0.57 0.38
C -9.7912 17.9280 0.8479 0.92 1.14 0.74
H -3.2339 22.2973 18.6257 0.00 0.09 -0.10
H -4.8058 23.1212 18.3956 -0.04 -0.41 0.10
H -11.3476 19.1599 -1.1509 0.26 0.15 0.16
O 0.6311 23.7879 10.1581 -0.06 0.40 0.35
C -8.4497 17.5814 2.7675 0.60 -0.26 2.00
O -3.2856 22.1071 3.3745 -1.64 0.97 -0.80
C -10.6913 21.9831 8.2557 -0.19 -1.04 0.03
H 4.5445 21.4941 5.3044 -0.30 0.45 0.33
O -10.8340 17.7975 1.4483 1.34 -0.23 -1.07
C -3.0122 20.2910 14.0079 1.91 1.28 0.75
H -8.0918 27.1746 2.9438 -0.08 -0.58 0.21
H -0.1514 18.8492 9.7933 0.18 -0.01 -0.16
O 4.0525 23.2042 4.1805 -0.85 1.13 0.13
O -4.1554 24.0628 2.9272 -0.13 -1.34 0.18
O -2.9622 28.4435 5.8080 -0.30 -1.41 1.99
```
Forces are in eV/Å.

Computed properties:
2S+1 = 1
LUMO level = -0.209 eV
SMILES string = C[N+](=O)[O-].C[N+](=O)[O-].C[N+](=O)[O-].C[N+](=O)[O-].C[N+](=O)[O-].C[N+](=O)[O-].COC(=O)OC.COC(=O)OC.COC(=O)OC.COC(=O)OC.CO.CO
E_HOMO = -10.2 eV
Kohn-Sham gap = 9.963 eV



DFT (wB97M-V/def2-TZVPD) results for a structure of composition C20H50NO16S4 in a non-equilibrium geometry.

XYZ file:
```
91
Properties=species:S:1:pos:R:3:forces:R:3
S -5.5683 1.0206 -2.9011 -1.70 -0.66 -3.45
C -3.2498 2.2781 1.4843 1.66 0.07 -3.13
H 0.2881 -0.9917 0.6308 -1.07 -0.17 0.96
C -3.4604 3.6064 2.1903 1.30 -0.27 0.29
O -4.2699 0.4793 -2.9468 1.67 0.15 -0.11
C 1.5359 5.0902 1.4684 -3.49 -5.30 1.15
H 4.5954 -8.4198 2.5268 0.14 0.19 -0.94
O 3.1066 -0.4992 -3.8749 0.01 0.62 -0.87
H 2.0362 -7.0590 2.9094 -0.23 0.99 0.29
H -3.2519 3.4874 3.2504 -0.31 -0.23 0.26
H -5.4587 1.3952 -0.5191 -0.53 0.06 -1.20
O -4.6363 -0.4144 0.7390 1.83 -0.70 1.56
C -7.0436 2.4082 -4.6124 0.40 0.52 -2.29
H 5.7690 0.2875 -0.8212 0.63 2.80 -7.38
H -6.5519 3.5447 -6.2684 -0.15 0.97 0.41
H -7.4064 2.4508 -3.6856 -3.57 0.34 3.05
O 4.4277 0.2070 0.4974 -3.02 2.31 2.69
H -5.3907 2.8730 -1.5172 1.21 1.34 -0.21
C -5.8041 1.9139 -1.4536 -0.21 -0.16 1.05
H 2.8988 -1.5750 -2.2783 0.02 -2.88 1.05
H 4.4624 3.5329 2.3245 0.74 -1.30 -0.87
H 3.1791 -0.0572 -1.8981 0.72 2.01 1.44
H 1.3892 0.2431 -0.1156 -1.43 -0.58 -0.36
C 4.8802 2.5060 2.0556 0.68 -1.18 2.84
H 1.8317 -1.3283 -0.0317 0.92 -1.52 -0.11
H -3.8596 -0.7564 4.1797 -1.07 -1.35 -1.74
H 4.0642 -0.3101 -3.9136 -0.85 -0.07 0.36
C 5.9487 -1.4998 0.0711 -0.23 -4.42 3.07
O -0.2245 3.5957 0.6938 -1.80 0.16 2.96
H -2.6779 4.3297 1.9086 -0.74 -0.08 -0.51
H -1.5116 -0.3273 -2.3659 -0.56 -0.34 -2.19
H -0.6054 -2.6646 -2.5428 -1.41 0.13 -1.39
C -1.0822 -0.3823 -1.4258 3.07 0.58 -2.24
O 2.5831 1.9178 1.0476 -0.05 -1.05 0.44
O 3.1273 -5.9528 1.5189 -0.05 3.17 -0.58
C 3.5846 -8.2406 2.1478 0.61 2.44 3.79
O 4.3957 2.4357 -0.4697 0.94 1.26 -2.10
O 2.7066 -3.7157 0.4699 0.77 -0.44 -0.52
H -8.2434 4.0268 -5.7043 2.82 -0.53 1.23
H -7.3748 1.5492 -5.2008 -0.67 0.51 -0.01
H 4.6389 -3.4466 2.4537 0.51 0.32 0.79
C 3.6611 -3.5072 2.9044 -1.53 -2.10 4.42
C -7.1054 3.7918 -5.3357 -2.55 -3.27 -2.62
H -2.1679 1.9392 1.2763 -1.29 1.00 0.76
H 2.0768 4.4224 2.1021 1.63 0.32 0.33
H 5.7008 -1.9239 1.1311 -0.62 0.97 -1.42
H -4.4767 3.9544 2.0558 0.01 0.29 -0.06
H 0.8693 -0.8090 -3.5589 -0.56 -0.12 0.64
H 5.3783 -2.2251 -0.6045 1.27 1.28 0.50
C 1.1224 -0.4161 -2.5554 -0.35 2.65 -2.28
H 3.4420 -4.1627 4.0776 1.57 1.24 -3.81
H 6.5348 0.3779 0.5634 -0.04 0.58 1.00
H -4.5277 -2.1562 2.8163 1.48 0.52 1.04
H 4.6034 1.8312 2.9906 0.75 1.30 -1.86
H -6.8446 2.1058 -1.5184 -1.27 -0.06 0.73
O 1.3459 -4.3815 2.4069 1.21 -0.58 -0.84
H -1.8006 -0.6678 -0.8051 -2.37 -2.79 3.06
N 0.2867 -1.0826 -1.4857 0.42 2.35 -0.77
H -0.9980 0.6182 -1.1437 1.23 1.81 0.42
C 0.6632 3.7894 -0.2045 0.30 -0.51 -3.51
H 3.1591 -2.6224 3.4257 0.61 -0.64 -2.10
C 3.0582 -6.8117 2.6387 1.16 -1.73 0.87
H 0.9014 0.7198 -2.6751 0.18 -1.87 0.85
C 0.1862 -2.4978 -1.8941 2.31 -1.53 1.59
O 1.6214 4.6082 0.1637 2.06 1.61 -1.18
H -6.6712 4.5530 -4.7773 0.63 1.40 0.87
H 3.0048 -8.9235 2.7253 -0.72 -0.85 -0.20
H -0.0414 -2.9585 -0.9676 -0.37 -1.13 0.77
H 7.0038 -1.6944 0.3424 0.02 -0.12 -1.80
O -5.7388 2.0746 -4.2199 4.01 -0.71 1.82
C 0.0557 4.3966 1.8360 4.06 -1.98 0.85
O -6.6792 0.1376 -3.1028 -0.03 0.00 0.75
S 2.6420 -4.3752 1.7337 -3.18 -0.32 1.70
O 0.5426 3.3094 -1.3009 0.75 -0.07 0.10
S 3.9696 1.8316 0.7134 0.31 -1.55 -0.04
H -3.6364 2.3863 0.3535 0.17 -0.65 2.48
H 1.6345 6.0959 1.6890 0.17 1.97 -0.33
O -2.3395 -0.4731 1.6469 5.26 -1.60 -0.57
H 3.4037 -8.2049 1.1378 -0.03 -0.75 -2.39
C 2.6203 -0.6266 -2.5541 0.01 -0.08 -0.91
H 0.1915 3.6829 2.7261 -0.69 1.50 -1.15
C 5.7084 -0.0790 0.0437 0.65 -1.20 4.74
H -0.5726 5.1789 1.8899 -2.90 2.11 0.73
C -4.3641 -1.1009 3.1889 -1.05 -0.65 1.25
H 1.1371 -3.0473 -2.2880 -1.43 1.76 0.73
C 0.9391 -0.7891 -0.1657 1.35 1.34 -0.69
H -5.4469 -0.9114 3.0814 0.43 1.02 0.70
H 6.0202 2.4596 1.8742 -2.03 0.31 0.22
H 3.6776 -6.3403 3.4574 -0.88 -0.87 -0.56
S -3.6790 -0.3010 1.8582 -6.77 4.35 -3.08
O -3.8501 1.2862 2.2860 -0.83 -1.69 0.76
```
Forces are in eV/Å.

Computed properties:
2S+1 = 1
net charge = +1
LUMO level = -2.028 eV
E_HOMO = -12.3 eV
Kohn-Sham gap = 10.321 eV



Question: Among the records above, which one has the highest 2S+1?
Answer: C20H50N2O4PrSi2



Question: Look up the 2S+1 of the second one.
Answer: 1